Here is C48H37ClN5O5PS3V as an isolated structure in a non-equilibrium geometry from the OMol25 dataset. Energies are from ωB97M-V/def2-TZVPD.

Summary:
Net charge: -2
HOMO level (alpha / beta): -0.8 / -0.9 eV
E: -148068.087 eV
Spin multiplicity: 2
Max |F|: 0.137 hartree/bohr
Energy relative to the best compared isomer or geometry (same formula, charge and spin): 0.0000 eV
LUMO (alpha / beta): 3.841 / 3.842 eV
M: 977.43 g mol⁻¹

Geometry (Å):
V: 0.280 -0.370 -0.487
S: 4.915 -0.047 -1.482
C: 5.040 -0.455 0.203
C: 6.189 -0.715 0.926
C: 6.069 -1.017 2.272
C: 4.814 -1.040 2.868
C: 3.669 -0.773 2.147
C: 3.751 -0.482 0.783
N: 2.727 -0.206 -0.083
C: 3.141 0.030 -1.293
C: 2.311 0.331 -2.413
C: 2.903 0.757 -3.618
C: 2.123 1.049 -4.708
C: 0.739 0.899 -4.602
C: 0.152 0.494 -3.413
C: 0.904 0.189 -2.260
H: 7.156 -0.685 0.443
H: 6.952 -1.239 2.857
H: 4.713 -1.299 3.911
H: 2.720 -0.836 2.651
H: 3.983 0.852 -3.680
H: 2.569 1.394 -5.633
H: 0.104 1.123 -5.450
H: -1.754 1.196 -2.956
O: 0.893 -2.222 -0.598
C: 0.239 -2.514 0.461
C: -0.586 -3.642 0.666
C: -0.623 -4.803 -0.135
C: -1.375 -5.877 0.255
C: -2.149 -5.843 1.434
C: -2.163 -4.711 2.224
C: -1.417 -3.605 1.840
P: -1.168 -2.021 2.619
C: -2.482 -0.908 2.046
C: -2.264 0.463 1.942
C: -3.252 1.276 1.416
C: -4.461 0.722 1.027
C: -4.698 -0.636 1.178
C: -3.700 -1.458 1.666
C: -1.061 -1.833 4.406
C: -0.075 -2.494 5.152
C: -0.051 -2.344 6.524
C: -0.992 -1.554 7.177
C: -1.968 -0.900 6.436
C: -2.014 -1.045 5.065
H: -0.008 -4.832 -1.024
H: -1.378 -6.777 -0.348
H: -2.745 -6.701 1.713
H: -2.765 -4.674 3.126
H: -1.322 0.886 2.266
H: -3.075 2.335 1.282
H: -5.218 1.350 0.577
H: -5.651 -1.059 0.888
H: -3.843 -2.530 1.733
H: 0.687 -3.100 4.666
H: 0.715 -2.850 7.097
H: -0.966 -1.449 8.254
H: -2.693 -0.270 6.936
H: -2.773 -0.534 4.488
O: -1.214 -0.492 -0.796
O: -2.469 -0.639 -0.986
N: 3.254 6.811 -3.279
C: 2.153 6.093 -2.810
C: 1.934 4.783 -3.239
C: 0.825 4.084 -2.807
C: -0.079 4.690 -1.951
C: 0.116 5.990 -1.526
C: 1.229 6.693 -1.956
S: -1.440 3.681 -1.355
O: -2.172 4.459 -0.374
O: -2.196 3.266 -2.510
N: -0.710 2.395 -0.734
C: 0.002 2.531 0.355
S: 0.121 4.044 1.294
C: 1.208 3.232 2.391
C: 1.381 1.952 2.006
N: 0.716 1.561 0.883
H: 4.019 6.232 -3.590
H: 3.556 7.558 -2.672
H: 2.647 4.308 -3.899
H: 0.651 3.062 -3.110
H: -0.603 6.430 -0.850
H: 1.399 7.708 -1.620
H: 1.628 3.742 3.237
H: 2.008 1.237 2.517
Cl: 2.495 -3.850 3.569
C: 0.394 -1.740 1.774
H: 0.663 -0.684 1.656
H: 1.150 -2.280 2.387
N: -1.265 0.437 -3.415
C: -1.978 -0.611 -3.907
C: -3.340 -0.462 -4.215
C: -4.049 -1.501 -4.779
C: -3.441 -2.722 -5.034
C: -2.102 -2.888 -4.704
C: -1.373 -1.851 -4.160
H: -3.816 0.483 -3.994
H: -5.094 -1.365 -5.033
H: -4.010 -3.543 -5.452
H: -1.631 -3.851 -4.866
H: -0.335 -1.980 -3.882